{
  "formula": "C17H16N3O6S2",
  "method": "ωB97M-V with the def2-TZVPD basis set",
  "homo_energy_ev": -5.266,
  "gap_ha": 0.273,
  "total_charge": -1,
  "elements": ["C", "C", "O", "O", "C", "C", "C", "N", "C", "O", "C", "N", "C", "O", "C", "H", "H", "S", "C", "C", "C", "N", "C", "C", "H", "H", "H", "H", "H", "H", "C", "H", "S", "C", "H", "H", "C", "O", "O", "H", "H", "H", "H", "H"],
  "positions_angstrom": [[4.337127, -6.321144, 0.902307], [3.310157, -5.275373, 1.418517], [2.281219, -5.666979, 2.054063], [3.704928, -4.096988, 1.113436], [2.992823, -2.988957, 1.453368], [1.964733, -2.708861, 0.588433], [2.065642, -1.547137, 0.020577], [1.016535, -1.253001, -1.231062], [0.962515, 0.253088, -1.273115], [0.927194, 0.955217, -2.295485], [-0.612390, 0.056686, -0.417732], [-1.379333, 0.862322, -1.285708], [-2.452267, 1.480621, -0.983982], [-3.314350, 1.015780, 0.141998], [-3.228200, 2.253495, -2.067365], [-3.189877, 1.729393, -2.775879], [-4.186809, 2.598150, -1.609004], [-2.340505, 3.836071, -2.145087], [-2.818547, 4.799372, -0.861662], [-2.274255, 6.055120, -0.665333], [-2.424491, 6.832885, 0.250529], [-3.131985, 6.303760, 1.579417], [-3.603525, 5.122894, 1.464253], [-3.361655, 4.237671, 0.536960], [-3.787293, 3.178109, 0.198716], [-4.065259, 4.914286, 2.295976], [-1.983887, 8.014950, 0.376666], [-1.871686, 6.430184, -1.693523], [-0.790399, 1.302934, -1.904271], [-0.481046, 0.483191, 0.706099], [-0.508963, -1.341803, -0.828410], [-0.944077, -1.549656, -1.783304], [-0.879748, -2.499735, 0.526563], [0.800512, -3.514453, 0.252214], [0.659350, -4.384527, 0.970292], [0.422622, -3.986283, -0.752203], [2.719884, -0.317794, -0.002323], [3.669209, -0.254860, 1.103369], [2.030784, 0.684511, -0.273611], [3.441591, -2.417379, 1.919090], [2.311169, -3.320494, 2.644508], [4.026679, -6.737390, 0.063306], [4.488277, -7.345498, 1.449241], [5.497596, -5.872373, 0.819160]],
  "atomic_forces_ev_per_a": [[4.46, 0.91, 4.50], [-2.07, -5.38, 2.39], [3.27, 1.99, -2.20], [1.92, -0.15, -0.83], [-9.71, -11.78, 1.30], [-1.15, 1.43, -2.71], [-5.01, 0.56, -7.54], [1.24, -1.07, 2.89], [-2.66, -0.38, 1.10], [0.28, -0.45, -0.03], [2.90, 3.57, 1.28], [-0.98, -0.28, 2.27], [-8.61, -3.66, 5.58], [4.73, 2.83, -5.55], [0.35, 8.67, 13.77], [0.06, -6.81, -11.12], [0.38, -1.23, -0.86], [0.98, 0.28, -2.92], [-1.39, -2.87, 7.87], [2.02, -4.04, -12.66], [-1.98, 7.67, 13.66], [2.90, 5.25, -4.43], [1.40, 1.97, 0.04], [0.23, -4.18, -11.25], [0.71, 2.10, 2.59], [-2.86, -2.01, 4.46], [-1.45, -3.86, -0.51], [-0.06, -0.10, 1.81], [2.18, 1.31, -2.89], [-0.88, -1.62, -2.70], [2.35, -1.06, 0.86], [-0.90, -0.26, -0.22], [1.84, -0.68, -0.60], [-4.26, -2.86, 0.36], [0.40, 1.19, -0.69], [2.05, 1.28, 1.33], [6.43, 0.71, 11.23], [-3.61, 0.16, -6.32], [-0.11, 1.45, -1.98], [8.56, 10.76, 6.19], [1.48, 0.34, -2.93], [-1.34, -1.04, -4.62], [-0.69, 2.31, 0.19], [-3.40, -1.01, -0.09]],
  "mulliken_charge": [-1.07, 0.86, -0.60, -0.31, -1.46, 0.87, -0.04, -0.47, 0.76, -0.85, -0.80, 0.09, 0.72, -0.75, -1.43, 0.85, 0.40, -0.07, 0.78, -0.38, -0.24, -0.58, -0.36, -0.21, 0.06, 0.57, 0.22, 0.11, 0.27, 0.27, 0.04, 0.51, -0.19, -0.75, 0.36, 0.27, 0.05, -0.74, -0.20, 1.35, 0.24, 0.32, 0.32, 0.23]
}